Record 1
Entry from the Open Molecules 2025 dataset: a structure of composition C25H47Cl2NO4P2Ru (ωB97M-V/def2-TZVPD).

- 2S+1: 6
- ⟨S²⟩: 8.7957
- E_HOMO (alpha / beta): -1.6 / -5.1 eV
- Orbital gap (alpha / beta): 3.7369 / 5.0867 eV
- Charge: -1

Last column: Löwdin charge in e.
Positions of all 82 atoms, in Å:
Ru1 -0.237 -0.151 0.129  0.6958
Cl1 -0.059 0.503 -2.176  0.0595
P1 0.520 -2.122 -0.838  0.8890
C1 2.008 -2.171 -1.973  -0.5300
C2 0.822 -3.557 0.304  -0.5275
C3 -0.804 -2.758 -2.013  -0.5269
C4 3.080 -1.175 -1.521  -0.1516
H1 1.582 -1.822 -2.929  0.0904
C5 2.637 -3.558 -2.183  -0.1200
H2 3.236 -3.868 -1.317  0.0734
H3 3.311 -3.490 -3.049  0.0853
H4 1.914 -4.347 -2.408  0.0436
H5 2.762 -0.144 -1.716  0.0423
H6 4.016 -1.360 -2.068  0.0798
H7 3.286 -1.276 -0.446  0.0627
H8 -0.814 -1.934 -2.744  0.0496
C6 -2.188 -2.823 -1.362  -0.1172
C7 -0.485 -4.057 -2.761  -0.1141
H9 0.339 -3.938 -3.471  0.0624
H10 -1.369 -4.340 -3.348  0.0852
H11 -0.268 -4.889 -2.077  0.0777
H12 -2.206 -2.390 -0.354  0.0301
H13 -2.570 -3.855 -1.302  0.0853
H14 -2.895 -2.229 -1.960  0.0951
C8 2.011 -3.279 1.226  -0.1325
H15 1.070 -4.403 -0.356  0.0912
C9 -0.434 -3.914 1.102  -0.1058
H16 2.964 -3.215 0.689  0.0539
H17 2.087 -4.097 1.957  0.0843
H18 1.844 -2.347 1.783  -0.0045
H19 -0.878 -3.021 1.566  0.0452
H20 -0.158 -4.602 1.913  0.0876
H21 -1.191 -4.412 0.482  0.0708
Cl2 0.232 -0.583 2.409  0.1272
H22 1.298 -0.309 -0.013  -0.0733
P2 -0.512 2.316 0.448  0.9731
C10 -1.575 3.216 -0.808  -0.5319
C11 -1.109 2.992 2.090  -0.5208
C12 1.131 3.157 0.224  -0.5438
C13 -2.666 2.325 -1.410  -0.1538
H23 -0.847 3.436 -1.609  0.0941
C14 -2.211 4.533 -0.347  -0.1223
H24 -3.060 4.350 0.325  0.0712
H25 -2.605 5.042 -1.238  0.0831
H26 -1.515 5.229 0.133  0.0509
H27 -2.205 1.522 -1.996  -0.0163
H28 -3.291 2.929 -2.086  0.0811
H29 -3.314 1.856 -0.652  0.0581
H30 1.351 2.939 -0.837  0.0885
C15 2.221 2.512 1.086  -0.1399
C16 1.070 4.680 0.421  -0.1153
H31 0.501 5.173 -0.374  0.0641
H32 2.092 5.081 0.389  0.0795
H33 0.640 4.959 1.394  0.0703
H34 1.971 1.484 1.387  0.0151
H35 2.433 3.108 1.986  0.0690
H36 3.150 2.465 0.499  0.0779
C17 -2.517 2.470 2.383  -0.0908
H37 -1.163 4.083 1.948  0.0837
C18 -0.155 2.718 3.252  -0.1276
H38 -3.279 2.941 1.749  0.0690
H39 -2.768 2.670 3.436  0.0893
H40 -2.569 1.382 2.225  0.0440
H41 0.132 1.658 3.271  -0.0145
H42 -0.672 2.945 4.195  0.0821
H43 0.749 3.337 3.225  0.0576
O1 -4.472 -0.172 0.150  0.0486
C19 -3.491 -0.560 0.788  -0.5962
O2 -2.256 -0.245 0.486  -0.2853
C20 -3.718 -1.420 2.005  -0.1808
C21 -4.743 -2.391 1.975  -0.0448
C22 -5.042 -3.123 3.117  -0.0224
C23 -4.393 -2.813 4.331  -0.1863
C24 -3.412 -1.811 4.384  -0.0200
C25 -3.039 -1.169 3.210  -0.0831
N1 -4.716 -3.519 5.525  -0.4421
O3 -5.571 -4.435 5.479  -0.1039
O4 -4.141 -3.197 6.591  -0.1050
H44 -5.290 -2.556 1.046  0.1070
H45 -5.759 -3.940 3.098  0.0965
H46 -2.946 -1.563 5.332  0.0994
H47 -2.208 -0.466 3.220  0.0300

Force components x, y, z for each atom (eV/Å):
-3.34 -0.01 1.99
0.47 0.55 -1.66
0.54 -2.94 -1.44
-0.16 0.36 0.00
0.07 0.05 -0.06
0.19 0.51 -0.08
0.15 0.11 -0.07
0.19 -0.09 0.25
0.10 -0.09 -0.09
-0.15 0.08 -0.22
-0.06 -0.02 0.22
0.28 0.21 0.18
0.06 -0.18 0.08
-0.20 0.08 0.12
0.06 0.03 -0.27
-0.01 -0.31 0.15
-0.57 0.23 0.18
-0.04 0.00 -0.11
-0.17 -0.06 0.14
0.13 0.07 0.15
-0.05 0.16 -0.17
-0.09 -0.31 -0.34
0.20 0.34 0.02
0.09 -0.25 0.21
0.01 0.00 0.23
-0.05 0.25 0.15
-0.16 -0.01 0.20
-0.19 0.02 0.09
0.04 0.19 -0.14
0.17 -0.30 -0.10
0.00 -0.32 -0.05
-0.09 0.15 -0.17
0.19 0.20 0.20
0.43 -0.07 0.58
0.93 0.19 0.06
0.28 1.87 0.38
0.04 -0.19 -0.22
-0.08 0.14 -0.24
-0.37 0.04 -0.19
-0.15 -0.27 -0.12
-0.18 -0.03 0.21
0.02 0.23 -0.01
0.26 0.09 -0.17
0.02 -0.13 0.19
-0.20 -0.18 -0.02
-0.39 0.24 0.22
0.12 -0.14 0.19
0.19 0.24 -0.26
-0.04 0.10 0.32
0.44 -0.07 -0.08
0.31 0.01 -0.12
0.11 -0.09 0.18
-0.16 -0.01 0.00
0.15 -0.11 -0.28
0.12 0.33 0.02
-0.12 -0.27 -0.25
-0.12 0.01 0.22
-0.15 -0.31 0.12
-0.04 -0.32 -0.01
0.07 -0.22 0.19
0.19 -0.22 0.15
-0.02 -0.05 -0.32
-0.06 0.43 0.17
-0.01 0.43 0.16
0.08 -0.05 -0.17
-0.21 -0.17 -0.09
1.14 -0.04 -0.17
-2.11 -0.81 0.95
1.52 0.37 -0.61
0.27 0.36 -0.64
-0.02 -0.14 0.62
0.00 0.15 -0.73
-0.43 -0.86 1.40
0.58 0.55 -0.54
-0.05 -0.30 0.31
0.36 0.96 -1.62
-0.58 -0.60 -0.17
0.41 0.24 0.61
0.15 -0.01 0.21
0.07 0.26 0.08
-0.09 -0.19 -0.20
-0.33 -0.09 0.08



Record 2
Entry from the Open Molecules 2025 dataset: a structure of composition C25H47GeIrN3O2SeSi3 (ωB97M-V/def2-TZVPD).

- 2S+1: 6
- ⟨S²⟩: 8.7815
- E_HOMO (alpha / beta): -13.7 / -14.6 eV
- ΔE to the lowest compared entry with this formula, charge and spin: 6.2 kcal per mole
- Orbital gap (alpha / beta): 7.2985 / 6.2119 eV
- Charge: +2

Last column: Löwdin charge in e.
Positions of all 83 atoms, in Å:
Ir1 -0.008 -0.498 -0.258  1.2245
C1 3.458 -1.221 1.722  -0.1723
Si1 2.106 -0.128 2.454  0.4206
C2 2.141 -0.420 4.301  -0.1504
C3 2.512 1.653 2.038  -0.1680
C4 0.376 -0.570 1.736  -0.6012
Si2 -1.009 0.702 2.290  0.3961
C5 -0.657 2.441 1.683  -0.1838
C6 -2.687 0.079 1.698  -0.1844
C7 -1.109 0.872 4.155  -0.1487
Si3 -0.100 -2.407 2.107  0.4943
C8 1.307 -3.631 2.104  -0.1572
C9 -1.033 -2.597 3.717  -0.1479
C10 -1.258 -2.999 0.694  -0.2875
C11 -2.081 -4.111 0.803  -0.0307
C12 -2.840 -4.525 -0.285  -0.0063
C13 -2.758 -3.822 -1.478  -0.0135
C14 -1.920 -2.727 -1.540  -0.1126
N1 -1.200 -2.337 -0.482  -0.1104
H1 4.392 -0.647 1.755  0.0443
H2 3.300 -1.539 0.686  0.0148
H3 3.622 -2.111 2.326  0.0312
H4 3.150 -0.192 4.661  0.0556
H5 1.946 -1.469 4.548  0.0338
H6 1.443 0.194 4.870  0.0239
H7 3.597 1.779 2.123  0.0467
H8 2.057 2.363 2.732  0.0322
H9 2.220 1.936 1.022  0.0259
H10 -0.310 2.524 0.653  -0.0075
H11 0.093 2.904 2.327  0.0304
H12 -1.571 3.034 1.786  0.0550
H13 -2.787 -0.095 0.623  0.0003
H14 -3.446 0.816 1.984  0.0549
H15 -2.956 -0.857 2.198  0.0314
H16 -0.295 1.492 4.538  0.0395
H17 -1.136 -0.058 4.721  0.0276
H18 -2.042 1.411 4.359  0.0581
H19 1.976 -3.496 2.955  0.0392
H20 1.900 -3.624 1.188  0.0424
H21 0.859 -4.626 2.200  0.0525
H22 -0.421 -2.262 4.559  0.0421
H23 -1.224 -3.665 3.870  0.0519
H24 -1.991 -2.079 3.757  0.0335
H25 -2.131 -4.652 1.741  0.1183
H26 -3.487 -5.390 -0.204  0.1290
H27 -3.330 -4.114 -2.347  0.1248
H28 -1.809 -2.144 -2.447  0.1066
O1 0.624 -1.174 -2.506  -0.1419
N2 1.752 -1.176 -2.940  0.0726
N3 2.658 -0.638 -2.045  -0.1639
O2 2.301 -0.245 -0.920  -0.1115
C15 3.994 -0.564 -2.449  -0.1594
C16 4.383 -1.039 -3.719  0.0182
C17 5.711 -0.941 -4.066  -0.0352
C18 6.631 -0.385 -3.176  -0.0104
C19 6.228 0.080 -1.919  -0.0292
C20 4.910 -0.006 -1.543  0.0187
H29 3.665 -1.470 -4.400  0.1179
H30 6.037 -1.298 -5.033  0.1246
H31 7.673 -0.314 -3.462  0.1255
H32 6.954 0.506 -1.240  0.1241
H33 4.574 0.345 -0.577  0.1102
C21 -4.836 4.456 -1.596  -0.2038
Ge1 -3.883 2.968 -2.412  0.7662
C22 -4.975 1.362 -2.608  -0.2089
C23 -2.999 3.459 -4.083  -0.2180
C24 -2.446 2.458 -1.106  -0.5369
Se1 -1.252 1.132 -1.886  0.8976
C25 0.147 2.325 -2.511  -0.3121
H34 -5.622 4.808 -2.266  0.0328
H35 -4.162 5.290 -1.398  0.0289
H36 -5.302 4.155 -0.657  0.0277
H37 -5.715 1.493 -3.398  0.0325
H38 -5.507 1.140 -1.681  0.0279
H39 -4.358 0.501 -2.873  0.0078
H40 -3.743 3.808 -4.801  0.0336
H41 -2.483 2.607 -4.533  0.0179
H42 -2.286 4.272 -3.931  0.0271
H43 -2.879 2.000 -0.216  0.0009
H44 -1.831 3.300 -0.791  0.0277
H45 -0.281 2.953 -3.287  0.0288
H46 0.946 1.717 -2.930  0.0212
H47 0.515 2.927 -1.684  0.0420

Force components x, y, z for each atom (eV/Å):
-0.46 -0.18 0.12
-0.01 0.02 -0.14
0.16 -0.02 0.02
-0.01 0.00 0.00
0.09 0.03 0.08
0.07 -0.03 0.14
0.00 0.08 0.14
-0.03 0.04 0.05
-0.05 -0.01 0.06
0.02 0.01 -0.01
-0.02 -0.02 0.01
-0.05 0.00 -0.03
0.03 -0.02 0.00
0.03 -0.01 0.15
-0.06 -0.04 -0.02
0.04 -0.02 0.09
0.04 0.07 -0.02
-0.06 -0.04 -0.12
0.12 0.18 -0.11
-0.08 -0.04 -0.01
0.01 0.06 0.26
-0.01 -0.02 0.03
-0.07 -0.03 -0.03
0.03 0.06 -0.02
0.05 -0.02 -0.05
-0.09 0.01 -0.01
0.05 -0.06 -0.04
0.03 -0.04 0.04
0.02 -0.02 0.04
-0.08 -0.02 -0.07
0.04 -0.03 -0.02
0.01 0.01 0.01
0.04 -0.05 -0.02
0.01 0.07 -0.05
-0.05 -0.05 -0.04
0.01 0.03 -0.05
0.05 -0.04 -0.02
-0.03 0.00 -0.03
-0.01 0.03 0.03
0.03 0.04 0.00
-0.03 -0.02 -0.05
0.02 0.05 -0.02
0.06 0.00 -0.01
-0.01 0.02 -0.05
0.01 0.02 0.00
0.00 0.00 0.01
-0.01 -0.02 0.04
-0.37 -0.03 0.24
0.52 0.07 -0.14
-0.10 -0.20 -0.26
-0.57 0.20 0.17
0.55 -0.02 -0.27
-0.20 0.12 0.34
0.21 0.07 0.09
-0.04 0.02 0.07
0.23 -0.07 -0.23
-0.26 -0.08 -0.12
0.00 0.02 0.03
0.01 0.01 0.02
-0.04 0.00 0.01
0.00 -0.01 -0.03
0.02 -0.02 -0.09
0.02 0.00 0.00
-0.07 0.01 -0.04
0.01 0.02 -0.01
0.01 0.00 0.01
0.05 -0.10 0.07
0.18 0.05 0.00
0.00 -0.02 -0.06
0.03 -0.03 0.01
-0.02 -0.03 -0.02
0.01 -0.01 -0.02
0.03 0.01 0.03
0.02 0.01 -0.02
-0.01 0.02 0.00
0.02 -0.03 0.03
-0.03 0.03 0.02
-0.04 -0.03 0.00
-0.01 0.05 -0.08
-0.01 -0.02 -0.03
0.00 0.02 0.00
-0.02 0.02 0.00
-0.02 -0.03 0.02



Record 3
Entry from the Open Molecules 2025 dataset: a structure of composition C25H48BNP2W (ωB97M-V/def2-TZVPD).

- 2S+1: 3
- ⟨S²⟩: 2.0294
- E_HOMO (alpha / beta): -13.4 / -13.7 eV
- ΔE to the lowest compared entry with this formula, charge and spin: 21.6 kcal per mole
- Orbital gap (alpha / beta): 6.0590 / 4.0922 eV
- Charge: +2

Last column: Löwdin charge in e.
Positions of all 78 atoms, in Å:
W1 -0.435 -0.407 -1.551  1.6629
C1 -2.077 1.474 -0.311  -0.2142
C2 -2.598 0.575 -1.304  -0.3277
C3 -2.163 -0.617 0.641  -0.2157
C4 -1.913 0.763 0.900  -0.1876
C5 -2.651 -0.752 -0.700  -0.3171
C6 -1.989 2.945 -0.456  -0.0146
H1 -1.876 3.241 -1.508  0.0834
H2 -1.138 3.363 0.108  0.0739
H3 -2.887 3.454 -0.067  0.1225
C7 -1.755 1.366 2.234  0.0124
H4 -1.606 2.445 2.165  0.0827
H5 -0.906 0.944 2.779  0.0513
H6 -2.649 1.192 2.861  0.1256
C8 -2.130 -1.683 1.681  -0.0076
H7 -2.983 -1.595 2.378  0.1214
H8 -1.218 -1.605 2.294  0.0593
H9 -2.151 -2.686 1.236  0.0788
C9 -3.496 -1.879 -1.226  -0.0068
H10 -4.465 -1.505 -1.605  0.1072
H11 -3.736 -2.588 -0.425  0.0922
H12 -2.997 -2.434 -2.037  0.0790
C10 -3.517 0.998 -2.410  -0.0168
H13 -4.498 1.298 -1.997  0.1157
H14 -3.720 0.184 -3.117  0.0858
H15 -3.126 1.866 -2.959  0.0832
C11 1.426 0.447 -2.132  -0.3103
C12 0.289 1.353 -2.264  -0.3742
C13 -0.210 1.735 -3.636  -0.1588
C14 -0.826 0.511 -4.385  -0.1433
C15 -1.038 -0.714 -3.498  -0.3334
C16 0.044 -1.641 -3.214  -0.2970
C17 1.415 -1.427 -3.831  -0.1723
C18 2.143 -0.189 -3.287  -0.1687
H16 0.605 2.184 -4.232  0.1238
H17 -0.213 0.268 -5.270  0.1226
H18 -0.949 2.554 -3.553  0.1035
H19 2.366 0.545 -4.072  0.1231
H20 2.121 0.812 -1.362  0.0704
H21 0.359 2.172 -1.545  0.0705
H22 3.149 -0.489 -2.965  0.1183
H23 2.034 -2.318 -3.662  0.0941
H24 -0.234 -2.700 -3.104  0.0978
H25 1.371 -1.362 -4.931  0.1282
H26 -1.805 0.821 -4.788  0.1165
H27 -2.043 -1.134 -3.472  0.0971
P1 2.200 2.908 0.575  1.0314
C19 1.769 3.434 2.279  -0.1999
H28 2.589 3.978 2.765  0.0860
H29 1.519 2.543 2.874  0.0296
H30 0.883 4.081 2.234  0.0567
C20 3.837 2.127 0.822  -0.2088
H31 4.497 2.862 1.297  0.0805
H32 4.239 1.843 -0.158  0.0614
H33 3.746 1.234 1.452  0.0524
C21 2.704 4.393 -0.358  -0.2158
H34 2.881 4.078 -1.402  0.0646
H35 3.636 4.817 0.047  0.0821
H36 1.905 5.148 -0.349  0.0647
P2 0.627 -3.286 -0.332  0.8434
C22 -0.298 -4.727 -0.986  -0.2524
H37 0.386 -5.472 -1.416  0.0608
H38 -0.978 -4.358 -1.765  0.0186
H39 -0.895 -5.173 -0.182  0.0538
C23 2.347 -3.538 -0.914  -0.2511
H40 2.420 -3.450 -2.011  0.0298
H41 2.694 -4.531 -0.583  0.0639
H42 2.983 -2.763 -0.456  0.0526
C24 0.911 -3.716 1.429  -0.2479
H43 1.391 -4.702 1.505  0.0701
H44 -0.038 -3.722 1.980  0.0426
H45 1.558 -2.952 1.883  0.0235
B1 1.301 -0.426 2.784  -0.4168
C25 0.998 -0.349 1.297  -0.1712
N1 0.643 -0.397 0.161  -0.0694
H46 0.912 0.566 3.403  0.0280
H47 2.496 -0.605 2.955  0.0459
H48 0.667 -1.385 3.239  0.0538

Force components x, y, z for each atom (eV/Å):
-2.62 -2.12 5.45
-0.43 -0.63 -0.23
0.24 -0.52 -0.33
-0.39 -0.36 -0.76
-0.32 -0.10 -0.85
-0.36 0.61 0.57
0.31 0.63 -0.19
-0.07 -0.08 0.31
-0.21 -0.13 -0.15
0.19 -0.29 -0.12
0.38 0.17 0.50
-0.07 -0.05 0.04
-0.16 -0.02 -0.01
0.26 -0.01 -0.33
0.33 -0.30 0.19
0.21 0.06 -0.33
-0.31 0.00 -0.17
-0.09 0.29 0.12
-0.04 -0.38 -0.04
0.52 -0.06 0.08
0.17 0.10 -0.23
-0.34 0.06 0.21
-0.19 0.33 -0.25
0.38 -0.13 -0.07
0.15 0.24 0.11
-0.14 -0.31 0.09
1.22 1.37 -0.40
1.48 1.24 -0.65
-0.47 0.41 -0.69
-0.34 0.60 -0.60
0.17 -0.19 -2.14
-0.70 -0.07 -1.36
0.70 -0.24 -0.48
0.71 -0.34 -0.38
-0.14 -0.23 0.25
-0.20 -0.07 0.41
0.14 -0.47 0.04
-0.36 0.02 -0.02
-0.33 -0.64 -0.04
-0.32 0.06 -0.06
-0.26 -0.02 0.14
-0.24 0.25 0.10
-0.01 0.45 0.15
-0.40 -0.07 0.30
0.40 -0.20 0.11
0.03 0.01 -0.22
2.57 1.47 1.86
-1.28 -0.39 -0.29
0.10 -0.14 -0.46
0.13 0.22 -0.15
0.21 -0.09 0.12
-0.61 -1.10 -0.56
-0.27 0.04 -0.04
0.09 0.03 0.24
0.08 0.19 -0.10
-1.00 -0.06 -0.94
0.00 0.28 0.34
-0.30 -0.33 0.14
0.31 -0.20 -0.04
0.10 -0.20 -0.32
0.00 0.17 -0.19
-0.29 0.13 0.17
0.10 -0.35 0.10
0.12 0.03 -0.21
0.05 0.21 -0.30
0.02 -0.15 0.51
-0.08 0.37 -0.20
-0.15 -0.28 -0.16
-0.34 0.46 0.16
-0.13 0.24 -0.11
0.29 -0.08 -0.08
-0.13 -0.35 -0.08
0.44 -0.11 1.73
-1.19 -0.11 -3.42
2.33 0.97 5.26
0.26 -0.26 -0.50
-0.20 0.06 -0.17
0.28 0.44 -0.38